1.
C3H5N3OS | wB97M-V/def2-TZVPD

relative energy (zero: lowest compared OMol25 entry of this formula, charge and spin) = 138.1 kJ/mol
maximum force = 4.3 eV Å⁻¹
HOMO-LUMO gap = 8.7 eV
E_LUMO = 0.6 eV

Geometry (Å):
S -2.193 -0.849 -0.137
O 1.210 0.932 0.129
N 2.863 -0.517 -0.217
N 0.643 -1.207 0.142
N -0.825 2.107 0.049
C 1.537 -0.360 0.037
C -0.508 -0.394 0.057
C -0.189 0.914 0.018
H 3.024 -1.468 0.001
H -1.885 2.028 0.055
H 3.602 0.058 0.199
H -2.578 -0.695 1.289
H -0.558 2.573 -0.870

Cartesian forces (eV/Å) of the 3 atoms listed first:
-0.44 -0.12 2.70
-1.43 1.44 -0.84
1.14 -0.84 0.13

***

2.
C3H5N3S | wB97M-V/def2-TZVPD

relative energy (zero: lowest compared OMol25 entry of this formula, charge and spin) = 135.1 kJ/mol
SMILES = Nn1cncc1S
maximum force = 1.7 eV Å⁻¹
HOMO-LUMO gap = 9.3 eV
E_LUMO = 0.4 eV

Geometry (Å):
S 2.248 -0.607 -0.129
N -0.281 0.474 -0.019
N 0.153 1.790 -0.138
N -1.762 -1.192 -0.067
C 0.487 -0.640 -0.094
C -0.453 -1.658 -0.103
C -1.605 0.094 -0.030
H -0.252 -2.719 -0.168
H -2.403 0.827 -0.008
H 0.682 1.847 -1.010
H 0.817 1.987 0.634
H 2.369 -0.203 1.131

Cartesian forces (eV/Å) of the 3 atoms listed first:
-0.57 -0.16 -0.31
-1.28 0.95 -0.21
0.64 0.38 0.42

***

3.
C3H5N4O2 | wB97M-V/def2-TZVPD

relative energy (zero: lowest compared OMol25 entry of this formula, charge and spin) = 124.2 kJ/mol
maximum force = 4.4 eV Å⁻¹
HOMO-LUMO gap = 10.1 eV
E_LUMO = -4.3 eV
net charge = +1

Geometry (Å):
O 1.354 1.619 0.449
O 1.598 -0.439 -1.333
N 0.314 0.376 2.001
N -2.443 -0.787 0.187
N -0.398 -1.703 -1.560
N -1.611 -0.126 -0.025
C 0.682 -1.150 -1.493
C 0.334 0.938 0.746
C -0.579 0.633 -0.301
H -0.435 1.079 -1.272
H 0.869 0.535 2.839
H -0.464 -0.227 2.169
H 1.333 1.895 -0.574
H -0.555 -2.643 -1.832

Cartesian forces (eV/Å) of the 3 atoms listed first:
1.52 2.52 -3.25
-0.15 -0.90 -0.57
-0.98 0.46 -1.83

***

4.
C3H5N4O4 | wB97M-V/def2-TZVPD

relative energy (zero: lowest compared OMol25 entry of this formula, charge and spin) = 157.9 kJ/mol
SMILES = [H]/N=C(/O)O/[N+](=N\C=O)C(N)=O
maximum force = 3.2 eV Å⁻¹
HOMO-LUMO gap = 8.9 eV
E_LUMO = -6.2 eV
net charge = +1

Geometry (Å):
O 1.494 1.127 -0.933
O -1.672 -2.814 1.226
O -1.232 1.832 1.118
O 0.142 -0.055 1.275
N 0.127 -0.533 0.087
N -0.242 -1.655 -0.110
N 0.326 -0.369 -2.252
N 0.285 1.867 2.709
C -0.555 -2.627 0.861
C 0.798 0.209 -1.161
C -0.242 1.290 1.767
H 0.677 -0.079 -3.190
H 0.336 -3.232 0.843
H -1.754 2.647 1.504
H -0.221 -1.200 -2.215
H 1.048 1.324 3.086

Cartesian forces (eV/Å) of the 3 atoms listed first:
0.08 -0.12 0.39
1.09 0.04 0.27
-2.58 0.37 -1.64

***

5.
C3H5N4PS | wB97M-V/def2-TZVPD

relative energy (zero: lowest compared OMol25 entry of this formula, charge and spin) = 159.4 kJ/mol
maximum force = 3.1 eV Å⁻¹
HOMO-LUMO gap = 6.5 eV
E_LUMO = -1.9 eV

Geometry (Å):
S -0.860 -1.880 -0.544
P 2.306 0.723 -1.974
N -1.069 0.336 1.215
N 0.418 1.643 0.293
N 0.454 0.483 -0.356
N -0.490 1.532 1.226
C -0.433 -0.327 0.183
C -1.889 -2.555 0.829
C 2.646 2.195 -1.431
H 3.237 2.938 -1.839
H 1.884 2.749 -0.841
H -1.752 -1.629 1.435
H -1.431 -3.553 1.052
H -3.022 -2.654 0.753

Cartesian forces (eV/Å) of the 3 atoms listed first:
-0.43 0.03 -0.11
-1.62 -0.83 1.67
1.22 -0.99 -1.85

***

6.
C3H5N5 | wB97M-V/def2-TZVPD

relative energy (zero: lowest compared OMol25 entry of this formula, charge and spin) = 155.5 kJ/mol
SMILES = [H]/N=C1\N/C(=N/[H])N\C1=N\[H]
maximum force = 6.5 eV Å⁻¹
HOMO-LUMO gap = 9.8 eV
E_LUMO = 0.3 eV

Geometry (Å):
N -1.895 -1.578 -0.178
N 0.621 1.018 0.027
N 2.547 0.041 -0.174
N -1.707 1.630 0.057
N 0.441 -1.156 0.410
C -0.864 -0.709 -0.012
C 1.338 -0.154 -0.071
C -0.661 0.831 0.028
H -2.737 -1.146 -0.492
H 3.287 -0.702 -0.325
H -1.380 2.591 -0.111
H 1.151 1.837 0.085
H 0.756 -2.075 0.174

Cartesian forces (eV/Å) of the 3 atoms listed first:
5.32 2.95 0.63
0.82 -0.27 -0.62
4.49 -1.68 -1.66

***

7.
C3H5N5 | wB97M-V/def2-TZVPD

relative energy (zero: lowest compared OMol25 entry of this formula, charge and spin) = 429.8 kJ/mol
maximum force = 1.2 eV Å⁻¹
HOMO-LUMO gap (spin up / spin down) = 7.9 / 7.6 eV
E_LUMO (spin up / spin down) = -0.8 / -0.8 eV

Geometry (Å):
N -1.544 0.493 1.258
N 0.928 1.617 0.376
N -0.400 -1.186 -2.176
N -1.512 -0.711 -0.720
N 0.735 -1.171 -2.045
C 0.601 0.409 0.102
C -0.905 -0.038 0.146
C 1.509 -0.601 -0.321
H 0.117 2.236 0.424
H -0.974 0.690 2.068
H -2.473 0.138 1.429
H 2.482 -0.289 -0.674
H 1.437 -1.585 0.130

Cartesian forces (eV/Å) of the 3 atoms listed first:
-0.07 -0.07 -0.22
0.17 -0.38 -0.46
0.37 0.26 0.30

***

8.
C3H5N5 | wB97M-V/def2-TZVPD

relative energy (zero: lowest compared OMol25 entry of this formula, charge and spin) = 609.4 kJ/mol
maximum force = 7.0 eV Å⁻¹
HOMO-LUMO gap (spin up / spin down) = 7.4 / 7.4 eV
E_LUMO (spin up / spin down) = -0.2 / -0.2 eV

Geometry (Å):
N 0.025 0.433 0.919
N 1.794 -0.962 0.556
N 1.201 -1.264 -0.409
N -0.507 -0.005 -0.118
N -0.351 0.923 1.991
C -0.313 -1.251 -2.256
C 0.080 -0.818 -0.879
C -0.293 2.074 2.528
H -0.369 -2.373 -2.293
H 0.504 -1.052 -3.036
H -1.183 -0.683 -2.590
H 0.064 2.968 2.072
H -0.652 2.012 3.514

Cartesian forces (eV/Å) of the 3 atoms listed first:
4.23 -2.27 -3.76
-0.79 -0.57 -0.71
3.65 0.46 2.67

***

9.
C3H5N5 | wB97M-V/def2-TZVPD

relative energy (zero: lowest compared OMol25 entry of this formula, charge and spin) = 115.2 kJ/mol
SMILES = [H]/N=C(\N)N/C(C#N)=N/[H]
maximum force = 3.0 eV Å⁻¹
HOMO-LUMO gap = 10.2 eV
E_LUMO = 0.2 eV

Geometry (Å):
N -1.079 1.403 0.006
N 1.909 -1.710 -0.009
N -0.217 -0.906 -0.009
N -2.482 -0.552 -0.021
N 2.193 1.707 -0.026
C 1.138 -0.743 -0.001
C -1.321 -0.049 -0.003
C 1.687 0.651 0.011
H -0.448 -1.893 0.025
H 2.878 -1.433 0.009
H -0.567 1.631 0.861
H -3.153 0.231 -0.009
H -0.538 1.663 -0.833

Cartesian forces (eV/Å) of the 3 atoms listed first:
0.10 -1.50 -0.24
1.11 -1.86 0.02
-0.33 -0.69 0.10

***

10.
C3H5N8 | wB97M-V/def2-TZVPD

SMILES = CN(/C=N/N=N\N=C=N)[N+]#N
maximum force = 6.1 eV Å⁻¹
HOMO-LUMO gap = 8.6 eV
E_LUMO = -5.0 eV
net charge = +1

Geometry (Å):
N -1.271 2.036 -0.003
N -0.518 1.224 0.047
N 0.033 0.109 -0.036
N -2.902 -1.767 0.236
N -3.216 1.911 -0.107
N -4.354 -0.233 0.101
N -4.072 -1.453 0.450
N -1.921 -1.115 0.042
C 1.252 -0.077 0.657
C -3.952 0.913 -0.031
C -0.924 -0.869 -0.634
H 1.054 -0.235 1.685
H -3.266 2.804 -0.362
H 2.000 -0.834 0.163
H -0.588 -1.180 -1.639
H 1.812 0.791 0.668

Cartesian forces (eV/Å) of the 3 atoms listed first:
1.25 2.45 0.34
0.02 0.64 0.08
-1.02 -2.00 -1.58

***

11.
C3H5NO | wB97M-V/def2-TZVPD

relative energy (zero: lowest compared OMol25 entry of this formula, charge and spin) = 94.2 kJ/mol
SMILES = C[C@H](O)C#N
maximum force = 4.6 eV Å⁻¹
HOMO-LUMO gap = 11.9 eV
E_LUMO = 0.6 eV

Geometry (Å):
O 1.076 -1.130 -0.212
N -2.211 0.061 -0.101
C 1.031 1.189 -0.107
C 0.377 -0.062 0.366
C -1.041 -0.059 0.003
H 0.337 -0.172 1.431
H 2.080 0.997 0.353
H 0.539 2.073 0.249
H 0.693 -2.014 0.001
H 1.019 1.316 -1.207

Cartesian forces (eV/Å) of the 3 atoms listed first:
0.15 -1.47 -0.19
3.66 -0.51 0.10
2.24 -0.21 0.43

***

12.
C3H5NO | wB97M-V/def2-TZVPD

relative energy (zero: lowest compared OMol25 entry of this formula, charge and spin) = 370.3 kJ/mol
maximum force = 3.2 eV Å⁻¹
HOMO-LUMO gap = 9.9 eV
E_LUMO = 0.0 eV

Geometry (Å):
O -0.863 -0.439 -0.750
N 1.270 1.672 1.179
C 0.687 0.804 0.655
C -0.363 0.977 -0.364
C -0.158 -1.422 -0.122
H -0.715 -2.029 0.605
H 0.566 -1.973 -0.740
H 0.708 -0.636 0.723
H 0.062 1.486 -1.242
H -1.194 1.560 0.057

Cartesian forces (eV/Å) of the 3 atoms listed first:
0.61 2.05 0.52
0.58 -1.03 0.61
0.06 2.85 -0.03

***

13.
C3H5NO | wB97M-V/def2-TZVPD

relative energy (zero: lowest compared OMol25 entry of this formula, charge and spin) = 60.2 kJ/mol
SMILES = C[C@@H](O)C#N
maximum force = 2.2 eV Å⁻¹
HOMO-LUMO gap = 12.1 eV
E_LUMO = 0.6 eV

Geometry (Å):
O 0.843 -1.185 -0.689
N 1.359 2.158 -0.016
C -1.168 -0.029 -0.039
C 0.315 -0.254 0.226
C 0.949 1.074 0.094
H -1.750 -0.908 0.247
H -1.464 0.849 0.523
H 0.456 -0.592 1.264
H -1.328 0.176 -1.101
H 1.788 -1.289 -0.511

Cartesian forces (eV/Å) of the 3 atoms listed first:
0.17 -0.05 0.03
-0.57 -1.87 0.20
0.05 -0.39 -0.25

***

14.
C3H5NO | wB97M-V/def2-TZVPD

relative energy (zero: lowest compared OMol25 entry of this formula, charge and spin) = 220.6 kJ/mol
maximum force = 3.7 eV Å⁻¹
HOMO-LUMO gap = 10.3 eV
E_LUMO = 0.6 eV

Geometry (Å):
O 2.201 0.793 -0.040
N -0.591 -0.474 -0.674
C -0.908 0.876 -0.192
C 1.986 -0.335 -0.134
C -0.018 -1.189 0.184
H -0.365 1.618 -0.733
H -0.712 0.899 0.913
H -1.905 1.041 -0.437
H -0.099 -1.160 1.240
H 0.411 -2.070 -0.127

Cartesian forces (eV/Å) of the 3 atoms listed first:
-0.69 -2.39 -0.28
0.53 1.67 -0.20
0.40 -1.87 1.33

***

15.
C3H5NO | wB97M-V/def2-TZVPD

relative energy (zero: lowest compared OMol25 entry of this formula, charge and spin) = 528.4 kJ/mol
maximum force = 5.5 eV Å⁻¹
HOMO-LUMO gap (spin up / spin down) = 8.2 / 6.8 eV
E_LUMO (spin up / spin down) = 0.3 / 0.0 eV

Geometry (Å):
O -0.638 -0.020 0.193
N -2.912 0.067 -0.435
C 1.742 0.016 -0.289
C 0.612 0.618 0.614
C -1.830 -0.221 0.057
H 0.773 0.626 1.603
H 1.282 -0.877 -0.773
H 2.105 0.674 -1.120
H -3.736 -0.544 -0.178
H 2.602 -0.340 0.328

Cartesian forces (eV/Å) of the 3 atoms listed first:
0.67 0.51 0.13
-1.68 -0.11 0.24
-0.84 -0.25 0.53

***

16.
C3H5NO | wB97M-V/def2-TZVPD

relative energy (zero: lowest compared OMol25 entry of this formula, charge and spin) = 518.9 kJ/mol
SMILES = C=[NH+][O-].C#C
maximum force = 4.9 eV Å⁻¹
HOMO-LUMO gap = 9.9 eV
E_LUMO = 0.8 eV

Geometry (Å):
O 0.014 0.529 0.375
N -0.619 0.362 1.459
C -1.328 -0.631 1.726
C 0.987 0.068 -2.665
C 2.070 0.221 -2.130
H 0.024 -0.405 -2.726
H -2.114 -0.576 2.571
H -0.628 1.188 2.121
H 2.927 0.733 -1.755
H -1.334 -1.487 1.025

Cartesian forces (eV/Å) of the 3 atoms listed first:
0.60 0.13 0.39
0.88 3.01 -0.82
-3.46 -2.84 1.90

***

17.
C3H5NO | wB97M-V/def2-TZVPD

relative energy (zero: lowest compared OMol25 entry of this formula, charge and spin) = 133.0 kJ/mol
SMILES = C[C@@H](O)C#N
maximum force = 2.3 eV Å⁻¹
HOMO-LUMO gap = 11.5 eV
E_LUMO = 0.7 eV

Geometry (Å):
O -0.232 0.018 1.607
N -1.902 -1.663 -0.144
C 0.258 -0.280 0.194
C 0.453 0.938 -0.761
C -0.930 -1.049 -0.074
H 0.564 0.635 -1.823
H 1.180 -0.894 0.107
H -0.411 1.601 -0.722
H -0.343 -0.805 2.145
H 1.364 1.499 -0.528

Cartesian forces (eV/Å) of the 3 atoms listed first:
1.93 0.66 -0.37
0.39 0.21 -0.16
-0.55 0.03 0.94

***

18.
C3H5NO | wB97M-V/def2-TZVPD

relative energy (zero: lowest compared OMol25 entry of this formula, charge and spin) = 484.9 kJ/mol
maximum force = 4.5 eV Å⁻¹
HOMO-LUMO gap = 9.0 eV
E_LUMO = 0.5 eV

Geometry (Å):
O 2.198 -0.558 -0.578
N -1.452 -1.087 -0.591
C -0.584 -0.473 0.075
C -1.887 0.222 0.185
C 1.417 0.173 0.272
H 1.118 1.081 -0.197
H 1.909 -0.370 -1.479
H -2.301 -0.148 1.145
H 1.591 -0.096 1.329
H -2.009 1.256 -0.161

Cartesian forces (eV/Å) of the 3 atoms listed first:
0.00 0.15 0.59
0.78 1.01 -0.18
1.90 1.39 -0.39

***

19.
C3H5NO | wB97M-V/def2-TZVPD

relative energy (zero: lowest compared OMol25 entry of this formula, charge and spin) = 223.3 kJ/mol
SMILES = N/C=C/C=O
maximum force = 7.9 eV Å⁻¹
HOMO-LUMO gap = 9.5 eV
E_LUMO = 0.3 eV

Geometry (Å):
O 2.379 0.706 0.425
N -1.727 -0.222 0.621
C 1.661 0.532 -0.572
C -0.387 -0.122 0.457
C 0.311 0.055 -0.684
H 2.161 0.939 -1.561
H -2.294 -0.904 -0.176
H -1.911 -0.932 1.538
H -0.181 0.011 -1.641
H -0.012 -0.062 1.594

Cartesian forces (eV/Å) of the 3 atoms listed first:
-1.79 -0.83 -1.15
-4.44 -6.51 0.34
3.38 1.92 -0.54

***

20.
C3H5NO | wB97M-V/def2-TZVPD

relative energy (zero: lowest compared OMol25 entry of this formula, charge and spin) = 369.7 kJ/mol
SMILES = O=C[C@@H]1CN1
maximum force = 10.2 eV Å⁻¹
HOMO-LUMO gap = 10.2 eV
E_LUMO = 0.4 eV

Geometry (Å):
O -2.643 0.022 -0.231
N 0.799 0.810 -0.325
C 1.258 -0.404 0.045
C -1.419 0.020 0.209
C -0.203 -0.168 -0.395
H -0.630 -0.436 -1.430
H 1.883 -0.923 -0.647
H 1.516 -0.765 1.091
H -1.353 0.375 1.409
H 0.792 1.468 0.274

Cartesian forces (eV/Å) of the 3 atoms listed first:
6.23 -0.50 1.03
1.11 -1.91 -5.99
-0.11 -3.50 2.18